66
Properties=species:S:1:pos:R:3:mulliken_charge:R:1 method="wB97M-V/def2-TZVPD" relative_energy_kcal_mol=9.7 charge=+1 orbital_gap_ev=6.462 homo_ev=-9.564
Ag 0.59 0.21 0.45 -0.332
C -1.05 0.76 -4.30 -1.386
C -2.45 0.55 -3.82 0.782
C -3.49 0.41 -4.74 -0.802
C -4.79 0.20 -4.32 -0.721
C -5.07 0.10 -2.97 -0.843
C -4.06 0.24 -2.04 0.124
C -2.75 0.48 -2.46 0.140
P -1.42 0.68 -1.20 1.696
C -2.01 -0.61 -0.03 -0.057
C -2.54 -0.31 1.22 -0.531
C -2.91 -1.32 2.09 -1.008
C -2.76 -2.65 1.71 -0.683
C -2.24 -2.95 0.47 -0.958
C -1.85 -1.95 -0.41 1.047
C -1.30 -2.33 -1.76 -1.493
C -1.84 2.30 -0.45 0.824
C -2.86 3.07 -1.01 -0.585
C -3.06 4.38 -0.63 -0.883
C -2.20 4.96 0.30 -0.648
C -1.19 4.20 0.86 -0.776
C -1.01 2.86 0.53 0.653
C 0.03 2.10 1.31 -1.667
H -1.03 0.89 -5.38 0.419
H -0.43 -0.10 -4.05 0.250
H -0.60 1.64 -3.84 0.353
H -3.27 0.48 -5.80 0.388
H -5.58 0.10 -5.05 0.395
H -6.09 -0.08 -2.64 0.436
H -4.27 0.17 -0.98 0.509
H -2.70 0.73 1.49 0.559
H -3.32 -1.08 3.06 0.463
H -3.05 -3.44 2.38 0.437
H -2.14 -3.99 0.16 0.464
H -1.07 -3.39 -1.79 0.500
H -0.40 -1.75 -1.99 0.195
H -2.03 -2.11 -2.54 0.269
H -3.49 2.64 -1.77 0.319
H -3.87 4.95 -1.06 0.444
H -2.31 6.00 0.57 0.401
H -0.54 4.65 1.60 0.461
H -0.42 1.81 2.27 0.388
H 0.87 2.77 1.53 0.601
C 4.83 -2.12 3.14 -0.769
N 3.69 -2.41 2.16 0.095
C 4.22 -2.21 0.74 -0.747
N 4.82 -0.95 0.58 0.181
C 5.89 -0.75 1.55 -0.870
N 5.38 -0.85 2.90 0.183
C 4.46 0.23 3.23 -1.040
P 2.88 0.32 2.15 0.270
C 2.54 -1.53 2.42 -0.944
C 3.87 0.14 0.57 -0.756
H 5.59 -2.91 3.00 0.343
H 4.43 -2.19 4.16 0.387
H 3.39 -3.39 2.27 0.347
H 3.37 -2.32 0.06 0.419
H 4.95 -3.01 0.56 0.330
H 6.33 0.24 1.40 0.371
H 6.66 -1.51 1.38 0.302
H 4.99 1.18 3.12 0.448
H 4.17 0.15 4.28 0.465
H 1.69 -1.83 1.80 0.591
H 2.22 -1.65 3.46 0.378
H 4.40 1.08 0.43 0.378
H 3.19 0.03 -0.29 0.493